{
  "formula": "C14H14FMnN7O5S2",
  "method": "wB97M-V/def2-TZVPD",
  "multiplicity": 5,
  "total_energy_ha": -3348.5125,
  "total_charge": 1,
  "e_above_lowest_kcal_mol": 0.0,
  "homo_ha": [-0.4213, -0.4212],
  "max_force_ev_per_a": 0.747,
  "homo_lumo_gap_ev": [6.8, 7.2],
  "elements": ["Mn", "C", "C", "N", "N", "C", "N", "S", "C", "C", "C", "C", "C", "N", "H", "H", "H", "H", "H", "H", "H", "H", "H", "H", "O", "S", "N", "F", "C", "C", "N", "C", "C", "O", "O", "C", "O", "N", "C", "O", "H", "H", "H", "H"],
  "positions_angstrom": [[-0.585, -0.056, -0.874], [1.150, -4.229, 0.048], [0.410, -2.964, -0.257], [0.838, -1.772, -0.115], [2.089, -1.531, 0.349], [2.513, -0.242, 0.484], [3.748, -0.099, 0.967], [1.583, 1.076, 0.058], [-0.989, -3.042, -0.772], [-1.602, -4.241, -1.068], [-2.924, -4.232, -1.506], [-3.594, -3.032, -1.616], [-2.909, -1.865, -1.315], [-1.637, -1.876, -0.914], [2.008, -4.083, 0.701], [1.502, -4.699, -0.873], [0.492, -4.933, 0.553], [2.713, -2.300, 0.542], [4.321, -0.873, 1.258], [4.120, 0.833, 1.062], [-1.068, -5.173, -0.963], [-3.418, -5.163, -1.749], [-4.624, -2.980, -1.939], [-3.378, -0.896, -1.406], [-2.221, 0.228, -3.498], [-0.810, -0.039, -3.740], [0.092, -0.325, -2.585], [2.394, 5.233, -0.414], [1.648, 4.614, 0.496], [0.364, 4.348, 0.285], [-0.414, 3.694, 1.236], [-1.717, 3.151, 0.876], [-1.480, 1.895, 0.082], [-1.593, 0.741, 0.623], [-1.032, 1.927, -1.104], [0.109, 3.305, 2.466], [-0.525, 2.689, 3.290], [1.431, 3.651, 2.651], [2.321, 4.187, 1.723], [3.497, 4.305, 1.962], [-0.125, 4.618, -0.640], [-2.291, 3.875, 0.299], [-2.233, 2.901, 1.799], [1.828, 3.371, 3.538]],
  "atomic_forces_ev_per_a": [[0.398, 0.041, 0.620], [0.003, 0.012, -0.006], [-0.239, -0.111, -0.067], [0.121, 0.012, 0.138], [-0.186, 0.143, -0.070], [0.167, -0.154, 0.040], [-0.039, 0.104, -0.012], [-0.058, 0.015, -0.086], [0.206, -0.027, 0.140], [-0.100, -0.044, -0.004], [0.029, -0.087, 0.002], [-0.009, 0.056, 0.017], [0.020, -0.057, 0.047], [-0.130, 0.269, -0.194], [-0.008, 0.026, 0.004], [-0.009, 0.024, -0.010], [0.007, 0.006, 0.001], [-0.002, -0.010, -0.024], [0.003, -0.009, 0.000], [-0.003, -0.026, 0.011], [-0.022, -0.005, -0.013], [0.000, 0.005, 0.005], [0.004, -0.015, -0.005], [-0.007, 0.003, -0.027], [0.046, -0.034, 0.259], [0.016, -0.033, -0.746], [0.115, -0.080, -0.218], [-0.032, 0.011, -0.007], [0.197, -0.119, 0.013], [-0.278, -0.057, -0.010], [0.063, 0.053, -0.028], [0.001, 0.104, 0.122], [-0.022, -0.444, -0.123], [-0.079, 0.202, 0.060], [-0.195, 0.158, 0.247], [0.103, -0.181, -0.117], [-0.054, 0.064, 0.022], [0.014, -0.001, -0.029], [-0.014, 0.316, 0.163], [0.005, -0.146, -0.055], [-0.029, -0.003, 0.014], [0.068, 0.013, -0.054], [-0.060, 0.013, -0.018], [-0.009, -0.006, 0.000]]
}

=====

{
  "formula": "C14H30INO7PS",
  "method": "wB97M-V/def2-TZVPD",
  "total_energy_ha": -2169.9118,
  "total_charge": 1,
  "homo_ha": -0.4389,
  "max_force_ev_per_a": 2.458,
  "homo_lumo_gap_ev": 9.3,
  "elements": ["C", "C", "C", "I", "O", "C", "O", "P", "O", "O", "O", "S", "C", "O", "O", "H", "H", "H", "H", "H", "H", "H", "H", "H", "H", "C", "C", "C", "C", "N", "C", "C", "C", "C", "C", "H", "H", "H", "H", "H", "H", "H", "H", "H", "H", "H", "H", "H", "H", "H", "H", "H", "H", "H", "H"],
  "positions_angstrom": [[1.660, -1.723, 5.685], [1.445, -0.675, 4.558], [0.233, -0.931, 3.687], [-0.055, 0.650, 2.223], [0.144, -2.231, 3.143], [1.197, -2.669, 2.439], [2.012, -2.020, 1.900], [1.273, -4.544, 2.292], [0.030, -5.076, 2.806], [1.394, -4.860, 0.736], [2.513, -5.135, 3.072], [-1.280, -0.800, 4.797], [-1.784, -2.431, 5.354], [-1.003, 0.020, 5.930], [-2.357, -0.304, 4.001], [2.558, -2.293, 5.452], [1.892, -1.178, 6.596], [0.810, -2.368, 5.877], [1.339, 0.307, 5.008], [2.364, -0.623, 3.981], [0.628, -4.414, 0.343], [2.258, -5.076, 4.009], [-1.437, -3.230, 4.697], [-1.326, -2.608, 6.323], [-2.865, -2.488, 5.407], [-0.510, 4.698, -4.375], [-0.996, 3.499, -5.186], [-2.002, 2.617, -4.442], [-1.575, 1.962, -3.133], [-0.452, 0.950, -3.203], [0.925, 1.590, -3.235], [1.238, 1.895, -1.788], [0.750, 0.645, -1.067], [-0.437, 0.143, -1.888], [-0.632, 0.017, -4.353], [-0.111, 4.411, -3.399], [0.281, 5.220, -4.912], [-1.322, 5.405, -4.208], [-0.148, 2.904, -5.538], [-1.481, 3.870, -6.090], [-2.378, 1.854, -5.127], [-2.873, 3.233, -4.203], [-2.438, 1.413, -2.758], [-1.306, 2.699, -2.378], [1.618, 0.850, -3.636], [0.927, 2.467, -3.873], [0.692, 2.778, -1.449], [2.297, 2.083, -1.627], [0.473, 0.844, -0.022], [1.534, -0.113, -1.047], [-1.386, 0.285, -1.378], [-0.325, -0.908, -2.140], [-0.514, 0.570, -5.281], [-1.623, -0.427, -4.287], [0.131, -0.755, -4.294]],
  "atomic_forces_ev_per_a": [[0.380, 0.598, -0.330], [0.512, -0.200, 0.295], [-0.392, 0.364, 0.762], [0.022, -0.394, 1.100], [0.112, 0.287, 0.306], [-0.164, -2.219, 0.046], [1.443, 1.814, -0.820], [-1.742, -0.609, 0.152], [-1.354, -0.123, 0.867], [1.187, 0.689, 0.416], [0.516, 0.863, -0.740], [-2.056, 0.226, 0.284], [1.078, -0.697, -0.107], [1.349, -0.042, 0.645], [-0.489, -0.306, -1.224], [-0.181, -0.398, 0.013], [-0.146, -0.077, 0.163], [0.054, -0.122, -0.041], [-0.321, 0.099, -0.065], [-0.130, 0.018, -0.374], [0.069, -0.337, -0.257], [0.239, -0.357, -0.019], [-0.014, 0.194, -0.234], [-0.128, 0.160, 0.162], [-0.099, 0.487, -0.022], [0.048, -0.064, -0.105], [0.040, 0.079, 0.126], [0.132, 0.033, -0.376], [-0.306, 0.125, -0.165], [0.220, -0.419, 0.295], [0.028, 0.315, 0.060], [-0.055, -0.010, 0.047], [0.069, 0.106, 0.152], [0.124, 0.083, 0.120], [-0.014, 0.221, 0.021], [0.012, 0.033, 0.008], [-0.017, 0.048, 0.042], [0.005, -0.018, 0.056], [-0.005, 0.010, -0.034], [-0.021, -0.074, -0.005], [-0.037, -0.025, 0.061], [0.015, -0.061, 0.168], [0.064, -0.030, 0.063], [0.113, -0.051, 0.001], [-0.071, -0.045, -0.012], [-0.125, -0.088, -0.113], [0.047, 0.030, -0.041], [-0.005, 0.020, -0.075], [0.242, -0.157, -1.021], [0.001, 0.030, 0.050], [-0.043, 0.009, -0.121], [-0.128, 0.025, -0.104], [-0.070, -0.033, -0.021], [0.007, -0.010, -0.077], [-0.018, 0.000, 0.025]]
}

=====

{
  "formula": "C4H14N2",
  "method": "wB97M-V/def2-TZVPD",
  "total_energy_ha": -270.2716,
  "e_above_lowest_kcal_mol": 15.0,
  "homo_ha": -0.3132,
  "max_force_ev_per_a": 1.938,
  "homo_lumo_gap_ev": 9.6,
  "smiles": "CCN.CCN",
  "elements": ["C", "C", "N", "H", "H", "H", "H", "H", "H", "H", "C", "C", "N", "H", "H", "H", "H", "H", "H", "H"],
  "positions_angstrom": [[-1.075, 0.159, 1.863], [0.304, -0.328, 2.335], [0.654, -1.636, 1.851], [-1.096, 0.221, 0.775], [-1.235, 1.136, 2.313], [-1.784, -0.603, 2.190], [0.484, -0.168, 3.405], [0.986, 0.404, 1.867], [1.603, -1.768, 1.558], [-0.026, -2.261, 1.463], [-0.302, -0.619, -1.786], [-0.221, 0.875, -2.127], [1.075, 1.420, -1.842], [0.329, -1.155, -2.503], [-1.280, -1.084, -1.690], [0.196, -0.763, -0.826], [-1.000, 1.344, -1.546], [-0.494, 0.968, -3.182], [1.699, 1.499, -2.636], [1.184, 2.357, -1.480]],
  "atomic_forces_ev_per_a": [[0.734, -0.943, 0.651], [0.576, 1.295, -1.322], [0.223, -0.221, 0.620], [-0.025, 0.062, 0.079], [-0.479, -0.031, -0.028], [-0.500, 0.417, 0.009], [-0.494, -0.407, 0.119], [0.159, -0.231, 0.136], [-0.129, -0.117, -0.177], [-0.088, 0.192, -0.059], [1.428, -0.083, 0.291], [-1.096, -0.717, -0.375], [1.721, 0.545, -0.015], [-0.310, -0.244, -0.006], [-0.227, 0.306, -0.427], [-0.021, -0.007, 0.100], [-0.107, 0.644, 0.196], [-0.084, 0.307, 0.001], [-0.251, -0.747, -0.272], [-1.031, -0.021, 0.477]]
}

=====

{
  "formula": "C6H12N5",
  "method": "wB97M-V/def2-TZVPD",
  "total_energy_ha": -509.2921,
  "total_charge": 1,
  "e_above_lowest_kcal_mol": 16.4,
  "homo_ha": -0.4996,
  "max_force_ev_per_a": 5.330,
  "homo_lumo_gap_ev": 10.2,
  "smiles": "C[NH2+][C@@H]1NCCn2ncnc21",
  "elements": ["C", "C", "C", "C", "C", "C", "N", "N", "N", "N", "N", "H", "H", "H", "H", "H", "H", "H", "H", "H", "H", "H", "H"],
  "positions_angstrom": [[2.922, 1.366, -0.109], [1.067, 0.424, -0.241], [1.758, -1.881, 0.444], [0.522, -2.161, -0.357], [-0.471, -0.027, -0.560], [-1.341, 2.376, 0.197], [1.633, 1.618, -0.317], [3.205, 0.119, 0.215], [1.985, -0.502, 0.123], [-0.706, -1.371, -0.046], [-1.447, 0.882, 0.188], [3.579, 2.206, -0.188], [1.606, -1.815, 1.594], [2.541, -2.388, 0.045], [0.918, -2.088, -1.457], [0.110, -3.128, -0.142], [-0.779, 0.263, -1.557], [-0.453, 2.565, -0.235], [-2.154, 2.724, -0.277], [-1.358, 2.908, 1.171], [-1.514, -1.748, -0.504], [-2.318, 0.452, -0.074], [-1.343, 0.581, 1.209]],
  "atomic_forces_ev_per_a": [[0.217, 0.022, 0.693], [-1.692, -1.061, 0.077], [-3.222, 3.053, 2.952], [-0.843, -1.533, -1.469], [2.099, 1.915, 1.514], [-0.419, -1.095, 2.397], [-2.076, -0.479, -1.128], [-0.600, -0.540, -0.222], [1.032, 2.737, -0.656], [2.093, 2.278, -0.884], [0.939, -1.320, 4.241], [0.832, -0.221, 0.221], [0.437, -1.232, -1.854], [2.355, -2.019, -0.430], [-1.310, -0.186, 1.615], [0.646, -1.040, -0.288], [0.607, -0.742, -0.848], [2.834, 1.133, -1.748], [-2.594, 1.432, -2.230], [0.106, -1.295, -0.057], [-0.231, -0.641, -0.300], [-1.059, 0.655, -0.102], [-0.151, 0.179, -1.496]]
}

=====

{
  "formula": "C4H5NO2",
  "method": "wB97M-V/def2-TZVPD",
  "total_energy_ha": -360.4738,
  "e_above_lowest_kcal_mol": 122.7,
  "homo_ha": [-0.3528, -0.3528],
  "max_force_ev_per_a": 2.386,
  "homo_lumo_gap_ev": [9.4, 9.4],
  "smiles": "C[C@@]12ON1[C@H]2C=O",
  "elements": ["C", "C", "C", "C", "N", "O", "O", "H", "H", "H", "H", "H"],
  "positions_angstrom": [[-0.605, -1.558, -0.187], [-0.560, -0.094, -0.305], [1.432, 1.063, 0.700], [0.431, 0.967, -0.363], [-1.179, 0.943, 0.385], [-1.893, 0.644, -0.742], [1.403, 0.427, 1.731], [2.211, 1.830, 0.514], [0.555, 1.538, -1.275], [-1.594, -1.887, 0.135], [-0.353, -2.024, -1.145], [0.153, -1.848, 0.552]],
  "atomic_forces_ev_per_a": [[0.284, -0.245, 0.294], [-2.076, 0.479, -0.305], [0.194, 0.051, 0.506], [-1.556, 0.006, -0.458], [1.691, 0.265, 1.443], [1.831, -0.839, -1.280], [-0.028, 0.085, -0.495], [-0.026, -0.127, 0.089], [-0.219, 0.218, 0.171], [0.146, 0.087, -0.004], [-0.061, 0.094, 0.136], [-0.179, -0.074, -0.097]]
}

=====

{
  "formula": "C5H11NO",
  "method": "wB97M-V/def2-TZVPD",
  "total_energy_ha": -326.9994,
  "e_above_lowest_kcal_mol": 82.8,
  "homo_ha": -0.3044,
  "max_force_ev_per_a": 3.346,
  "homo_lumo_gap_ev": 9.2,
  "smiles": "C=C(C)CN(C)O",
  "elements": ["C", "C", "C", "N", "C", "C", "O", "H", "H", "H", "H", "H", "H", "H", "H", "H", "H", "H"],
  "positions_angstrom": [[1.058, -1.246, -0.695], [-1.515, 0.898, -0.720], [2.012, 0.807, 0.345], [-1.494, -0.137, 0.293], [1.017, -0.315, 0.263], [-0.162, -0.232, 1.162], [-1.994, -1.348, -0.260], [-2.933, -1.380, -0.027], [0.381, -2.083, -0.701], [1.873, -1.291, -1.400], [-2.555, 1.090, -0.992], [-0.947, 0.634, -1.619], [-1.086, 1.807, -0.303], [1.519, 1.777, 0.278], [2.535, 0.773, 1.302], [2.747, 0.740, -0.455], [-0.141, 0.655, 1.796], [-0.315, -1.149, 1.731]],
  "atomic_forces_ev_per_a": [[0.680, -0.035, 0.778], [0.245, -0.466, -0.055], [0.062, -0.192, -0.055], [0.323, 1.082, 2.133], [0.329, -0.062, -1.078], [-2.554, -0.904, -1.963], [0.913, -0.138, -0.072], [0.317, 0.241, 0.279], [-0.378, 0.039, -0.114], [0.106, 0.138, -0.135], [0.072, 0.053, -0.070], [-0.001, -0.022, -0.065], [-0.019, 0.076, 0.124], [-0.056, 0.069, 0.018], [0.066, 0.076, 0.067], [0.058, 0.000, 0.015], [-0.237, -0.160, -0.027], [0.074, 0.205, 0.221]]
}